(1)
130
Properties=species:S:1:pos:R:3 method="wB97M-V/def2-TZVPD" smiles="CCC1=CC(=O)c2cc(COC(F)(F)F)c(I)c(CCC(C)C)c2C1=O.CCOC(C)=O.CCOC(C)=O.CCOC(C)=O.CCOC(C)=O.CCOC(C)=O.CCOC(C)=O" largest_force_ev_per_a=9.0 e_homo_ev=-9.06 spin_multiplicity=1 lumo_energy_ha=-0.0714
C 7.75508 0.62547 1.53476
C 6.72360 1.40755 0.52840
C 5.31143 0.62760 0.23588
C 4.90929 0.35812 -1.19957
C 3.51163 -0.46953 -1.59807
O 3.37851 -1.21727 -2.70105
C 2.26317 -0.27970 -0.50213
C 0.67002 -0.36907 -0.90357
C -0.56743 -0.15423 0.19932
C -2.08935 -0.24933 -0.40093
O -2.98572 -1.17666 0.30589
C -4.36858 -0.63768 0.23889
F -4.73943 -0.24488 -1.17213
F -5.29004 -1.71223 0.76688
F -4.57927 0.56252 1.11037
C -0.13786 0.15792 1.74949
I -1.81848 0.41502 3.19588
C 1.46316 0.27568 2.21933
C 1.80945 0.63048 3.78640
C 1.30152 2.15897 4.06247
C 2.47466 3.27046 4.30608
C 1.93964 4.66910 3.56064
C 3.92523 2.93272 3.62635
C 2.65671 0.03118 1.09277
C 4.27441 0.06834 1.42096
O 4.85461 -0.35037 2.54832
H 8.72293 1.31308 1.65902
H 8.15716 -0.40458 1.12634
H 7.34062 0.47427 2.63451
H 6.54874 2.50300 0.95910
H 7.29125 1.52430 -0.51439
H 5.58614 0.73432 -2.10640
H 0.39121 -0.56814 -2.04652
H -2.01646 -0.61346 -1.53519
H -2.51281 0.85438 -0.44398
H 1.10843 -0.08014 4.44153
H 2.90362 0.38884 4.11967
H 0.68903 2.51713 3.10549
H 0.49532 2.11741 4.93985
H 2.51335 3.47902 5.47137
H 2.36507 5.64157 4.05340
H 2.25693 4.61030 2.41232
H 0.74813 4.67456 3.54576
H 4.42116 2.00868 4.18682
H 3.90782 2.81824 2.46221
H 4.63893 3.85578 3.88048
O -1.75588 4.98503 -2.92709
C -2.81649 4.36906 -3.02132
O -2.84726 3.03036 -2.83815
C -4.04949 2.24402 -2.75400
C -4.55044 1.87096 -4.13561
C -4.07377 5.07729 -3.42932
H -4.80958 2.75092 -2.15083
H -3.78434 1.33031 -2.21132
H -4.81175 2.75585 -4.72231
H -5.43350 1.22935 -4.06558
H -3.77196 1.34098 -4.69400
H -4.09201 5.17784 -4.51785
H -4.07709 6.07153 -2.97342
H -4.98703 4.58564 -3.09267
O -7.73227 -1.37462 -3.23463
C -8.26997 -1.51215 -2.13683
O -9.57557 -1.85142 -2.05365
C -10.25239 -2.20502 -0.83397
C -10.72793 -0.96652 -0.09984
C -7.51234 -1.21793 -0.87658
H -9.62722 -2.85251 -0.21074
H -11.12209 -2.80384 -1.12502
H -9.89173 -0.32723 0.19612
H -11.28770 -1.24172 0.79866
H -11.37273 -0.36292 -0.74683
H -7.52533 -0.14015 -0.69328
H -6.47858 -1.55112 -1.00579
H -7.89312 -1.74211 0.00053
O 6.48481 -2.64076 6.08518
C 5.55217 -3.24808 5.56120
O 5.41098 -4.57865 5.75161
C 4.26943 -5.34802 5.33246
C 4.40165 -5.76648 3.88113
C 4.61124 -2.54163 4.63148
H 3.33727 -4.81077 5.53477
H 4.25175 -6.24387 5.96241
H 4.44098 -4.90111 3.21395
H 3.55798 -6.39528 3.58250
H 5.33056 -6.32534 3.72780
H 5.06536 -2.48129 3.63876
H 4.43800 -1.53120 5.01277
H 3.62956 -3.01037 4.55607
O -9.84247 -7.44253 -6.30680
C -9.03911 -6.53964 -6.07743
O -9.42715 -5.43596 -5.40075
C -8.53519 -4.40892 -4.93131
C -8.24759 -3.39966 -6.02568
C -7.64343 -6.60688 -6.62181
H -7.62462 -4.84306 -4.50602
H -9.05043 -3.90471 -4.10670
H -7.74733 -3.86317 -6.88033
H -7.61241 -2.59275 -5.64912
H -9.18072 -2.96832 -6.40238
H -7.64762 -6.27230 -7.66267
H -7.30137 -7.64480 -6.57616
H -6.91882 -6.02290 -6.05346
O 6.27863 -0.78119 -5.41672
C 5.40173 -1.44763 -5.96452
O 5.61855 -1.99237 -7.18225
C 4.73456 -2.92504 -7.82992
C 3.62657 -2.19853 -8.56714
C 4.04907 -1.59075 -5.33315
H 4.35488 -3.66578 -7.11884
H 5.34350 -3.47685 -8.55406
H 3.00089 -1.61785 -7.88387
H 2.98860 -2.90843 -9.10137
H 4.04783 -1.49024 -9.28795
H 3.45051 -0.70495 -5.56216
H 4.17708 -1.67149 -4.24989
H 3.50935 -2.48622 -5.64289
O 6.21278 6.05480 4.67478
C 6.08063 6.08022 5.89752
O 5.42013 5.08746 6.53374
C 5.35932 4.93067 7.96289
C 4.25307 5.78220 8.55456
C 6.56933 7.25502 6.69114
H 6.33417 5.12479 8.42168
H 5.13584 3.87472 8.14917
H 4.42534 6.84727 8.37713
H 4.17598 5.61940 9.63341
H 3.29228 5.53658 8.09059
H 5.82560 8.05497 6.64319
H 7.50772 7.60583 6.25214
H 6.78957 7.02320 7.73366


(2)
125
Properties=species:S:1:pos:R:3 method="wB97M-V/def2-TZVPD" largest_force_ev_per_a=1.3 e_homo_ev="-0.28 / -1.74" spin_multiplicity=4 s2=3.774 charge=-2 lumo_energy_ha="0.1388 / 0.1385"
Ti 1.35819 0.58363 0.95510
C -6.19665 -1.01951 2.53230
C -4.99434 -1.41044 3.40588
C -4.85320 -2.93288 3.35907
C -5.26767 -1.00101 4.86040
C -3.74012 -0.70378 2.89958
C -2.60990 -1.37347 2.45848
C -1.50953 -0.66676 2.01663
Se 0.02182 -1.63717 1.37899
C -0.60145 -1.74127 -0.44502
C -1.36130 -2.82089 -0.84032
C -1.86673 -2.90937 -2.13470
C -1.57470 -1.85067 -2.98478
C -0.81873 -0.73600 -2.62781
C -0.28029 -0.66427 -1.30857
O 0.48539 0.30404 -0.90131
C -0.65887 0.36053 -3.69495
C 0.09302 1.61789 -3.25021
C -2.05681 0.83023 -4.14163
C 0.07474 -0.21997 -4.91723
C -2.73971 -4.09793 -2.53045
C -1.98462 -5.41130 -2.27706
C -3.13744 -4.06474 -4.00816
C -4.02425 -4.08548 -1.68762
C -1.44923 0.74351 1.97861
O -0.37189 1.34525 1.55473
C -2.59631 1.43725 2.45729
C -3.68525 0.68834 2.88256
C -2.71459 2.96562 2.58032
C -3.93491 3.44553 1.77444
C -1.50969 3.77628 2.09349
C -2.91950 3.32364 4.06377
H -7.10520 -1.52506 2.87656
H -6.01521 -1.29782 1.49184
H -6.37357 0.05709 2.56361
H -5.77489 -3.39906 3.71817
H -4.03072 -3.27337 3.99111
H -4.67176 -3.28325 2.34044
H -6.16100 -1.50666 5.24258
H -5.42547 0.07532 4.94478
H -4.41804 -1.26372 5.49291
H -2.55231 -2.45427 2.47157
H -1.56461 -3.59952 -0.11148
H -1.96496 -1.88114 -3.99463
H -0.40526 2.09223 -2.40711
H 0.11699 2.32548 -4.08628
H 1.11403 1.40941 -2.94033
H -2.60725 1.23160 -3.28824
H -2.64789 0.01985 -4.57138
H -1.96512 1.61884 -4.89531
H 1.05488 -0.60169 -4.62497
H 0.22150 0.55683 -5.67483
H -0.48368 -1.03920 -5.37451
H -1.05586 -5.43412 -2.85096
H -2.59800 -6.26955 -2.57011
H -1.72859 -5.52466 -1.22306
H -2.25742 -4.06057 -4.65559
H -3.73727 -3.18189 -4.23997
H -3.73354 -4.94895 -4.24867
H -3.79154 -4.13320 -0.62265
H -4.66311 -4.93925 -1.93817
H -4.58509 -3.16513 -1.86242
H -4.55254 1.23026 3.24538
H -3.81600 3.18837 0.71918
H -4.03365 4.53264 1.85562
H -4.86393 2.99520 2.12896
H -1.36542 3.65524 1.01899
H -0.58721 3.48773 2.59451
H -1.70261 4.83594 2.29025
H -3.80289 2.83893 4.48352
H -3.04021 4.40580 4.17624
H -2.05140 3.01302 4.64878
S 1.73804 2.03162 6.75341
Sb 1.04727 1.13966 4.74325
S 2.47828 1.84531 2.93470
S 0.87837 -1.16477 4.72776
C 4.49218 -1.43256 3.37321
C 4.80245 -2.26498 2.14938
O 3.59855 -2.55203 1.48106
C 3.75275 -3.46077 0.42420
C 2.41897 -3.63225 -0.26751
H 5.39892 -1.26191 3.95789
H 3.75286 -1.93729 3.99683
H 4.05882 -0.46873 3.10017
H 5.30009 -3.20631 2.43518
H 5.48165 -1.73299 1.46128
H 4.11990 -4.42560 0.81149
H 4.50186 -3.08364 -0.28922
H 1.67757 -4.04057 0.42065
H 2.51187 -4.30498 -1.12358
H 2.06444 -2.66588 -0.62678
C 2.94438 -0.71760 -2.64468
N 4.04276 -0.71994 -1.69954
C 5.31745 -1.05529 -2.28910
C 3.98772 0.21347 -0.64228
O 3.03366 0.23842 0.13972
N 5.17929 0.90867 -0.37951
C 5.54926 1.90194 -1.37011
C 5.41979 1.31801 0.99518
H 3.12879 -0.01385 -3.47336
H 2.03130 -0.42458 -2.13306
H 2.81183 -1.71740 -3.06679
H 5.25450 -2.06472 -2.70593
H 6.09565 -1.03023 -1.53195
H 5.61021 -0.37928 -3.10884
H 5.25928 1.56389 -2.36451
H 6.63223 2.05910 -1.36140
H 5.05258 2.86528 -1.18327
H 4.70553 0.84655 1.66722
H 5.29480 2.40011 1.11820
H 6.43841 1.05305 1.29717
N 1.46740 3.28731 0.11204
C 1.83092 4.33116 -0.70491
C 1.00102 4.77170 -1.74358
C 1.40823 5.79484 -2.58396
C 2.64142 6.40903 -2.41211
C 3.46470 5.98624 -1.37690
C 3.07077 4.96155 -0.53242
H 0.49137 3.02400 0.16471
H 1.92581 3.22637 1.01966
H 0.03731 4.29920 -1.88682
H 0.74944 6.11391 -3.38319
H 2.95508 7.20810 -3.07298
H 4.42750 6.45862 -1.22062
H 3.71509 4.63851 0.27842